Entry 1:
Density functional theory data (wB97M-V/def2-TZVPD) for a single C5H8O molecule.

Cartesian coordinates (Å):
C (-2.04975, 1.84805, 0.46637)
C (-0.79030, 1.14169, 0.24802)
C (0.18301, 0.47089, 0.00745)
C (1.07867, -0.55677, -0.55248)
C (1.61433, -1.52812, 0.49187)
O (0.31789, -1.32129, -1.48354)
H (-1.92929, 2.74593, 1.07693)
H (-2.76364, 1.18164, 0.96109)
H (-2.47673, 2.14208, -0.49830)
H (1.92082, -0.07539, -1.07266)
H (0.82544, -1.79884, 1.19873)
H (1.94855, -2.43402, -0.02148)
H (2.45561, -1.09673, 1.04136)
H (-0.33459, -0.71914, -1.86338)

Values from the calculation:
energy relative to the best compared isomer or geometry (same formula, charge and spin) = 46.4 kcal per mole
SMILES = CC#C[C@@H](C)O


Entry 2:
Density functional theory data (wB97M-V/def2-TZVPD) for a molecular structure, C9H27BrF3NO5P2Si2 in a non-equilibrium geometry.

Cartesian coordinates (Å):
N (-0.57989, 2.92502, 7.16019)
P (0.54431, 2.84324, 5.76889)
O (0.36244, 4.26186, 4.71863)
Si (0.07965, 1.07121, 4.47924)
C (-1.69739, 1.11861, 3.74226)
C (-2.90133, 1.21151, 4.89189)
C (-3.59513, -0.23067, 5.24228)
F (-2.84206, -1.05113, 6.23137)
F (-3.93446, -1.06886, 4.06611)
F (-4.91513, 0.08689, 5.90567)
O (1.38201, 0.98674, 3.30799)
Si (0.82112, 1.12139, 1.65108)
P (0.38191, -0.68796, 5.83351)
O (0.80842, -2.10704, 4.87346)
Br (2.22413, -0.15430, 7.11548)
H (-0.83771, 1.97724, 7.51758)
H (-1.45219, 3.44968, 6.85402)
H (1.25966, 4.72589, 4.82361)
H (-1.94059, 0.18277, 3.06364)
H (-1.88563, 2.06477, 3.04177)
H (-2.54655, 1.69208, 5.89827)
H (-3.75027, 1.92196, 4.44682)
H (1.98210, 1.16367, 0.72506)
H (-0.11870, 0.06063, 1.30614)
H (0.18592, 2.45572, 1.50315)
H (1.72854, -2.38871, 5.19211)
C (2.46063, -0.22620, -3.52619)
C (1.73669, -0.45355, -2.20872)
C (0.56904, -1.41274, -2.37624)
O (1.25625, 0.79313, -1.71254)
H (1.78945, 0.21632, -4.27087)
H (3.29086, 0.47565, -3.39287)
H (2.85614, -1.16494, -3.92643)
H (2.43774, -0.85299, -1.46770)
H (-0.16919, -1.01227, -3.08019)
H (0.04990, -1.55729, -1.42268)
H (0.90783, -2.38704, -2.74206)
H (0.63309, 1.15527, -2.36416)
C (1.26063, -1.45778, -8.05777)
C (0.53669, -1.68513, -6.74030)
C (-0.63096, -2.64432, -6.90782)
O (0.05625, -0.43845, -6.24412)
H (0.58945, -1.01526, -8.80245)
H (2.09086, -0.75593, -7.92445)
H (1.65614, -2.39652, -8.45801)
H (1.23774, -2.08457, -5.99928)
H (-1.36919, -2.24385, -7.61177)
H (-1.15010, -2.78886, -5.95426)
H (-0.29217, -3.61862, -7.27364)
H (-0.56691, -0.07631, -6.89574)


| no. | HOMO (hartree) | E_LUMO (eV) |
| --- | --- | --- |
| 1 | -0.356 | 0.9 |
| 2 | -0.297 | -0.2 |